41
Properties=species:S:1:pos:R:3:forces:R:3:nbo_charge:R:1 method="wB97M-V/def2-TZVPD" spin_multiplicity=1 homo_energy_ev=-10.936 orbital_gap_ev=8.46 total_charge=+1
Be 0.3687 -0.8317 -0.6794 -0.002 0.236 0.188 1.29
Cl 2.0304 -1.7257 -1.5224 0.026 -0.083 -0.206 -0.01
C 3.0419 -1.6927 -0.0604 -0.011 -0.007 0.055 -0.08
C 4.3904 -1.9293 -0.2238 -0.050 -0.018 -0.126 -0.22
C 5.1839 -1.9338 0.9095 0.034 0.009 0.086 -0.19
C 4.6123 -1.7062 2.1516 0.038 -0.010 -0.001 -0.20
C 3.2514 -1.4724 2.2699 -0.003 0.004 0.003 -0.09
Cl 2.5940 -1.1956 3.8408 -0.025 0.009 -0.002 0.05
C 2.4040 -1.4552 1.1537 -0.090 0.033 -0.023 -0.11
S 0.6720 -1.1670 1.2900 0.194 -0.094 -0.007 -0.47
H 4.8088 -2.1076 -1.2054 -0.028 0.008 0.028 0.24
H 6.2463 -2.1148 0.8234 -0.020 0.002 0.011 0.24
H 5.2217 -1.7075 3.0453 -0.026 0.002 -0.018 0.25
C -2.5915 -0.8817 -2.5961 0.050 0.016 0.015 -0.93
P -1.7301 -1.1100 -1.0122 0.038 0.025 0.052 0.73
C -2.4867 -2.5895 -0.2988 0.022 0.034 -0.005 -0.94
C -2.2243 0.3076 0.0212 0.034 -0.016 -0.035 -0.35
C -3.4082 0.3038 0.7503 -0.051 0.024 -0.016 -0.18
C -3.7361 1.3797 1.5624 0.007 0.003 -0.005 -0.18
C -2.8811 2.4684 1.6490 0.009 -0.011 -0.016 -0.19
C -1.6969 2.4824 0.9252 -0.028 0.048 -0.022 -0.13
C -1.3564 1.4107 0.1085 0.048 -0.033 -0.008 -0.34
P 0.2250 1.3398 -0.8005 -0.172 -0.091 0.037 0.72
C -0.0443 2.3263 -2.3064 0.055 -0.038 -0.025 -0.94
C 1.4308 2.3010 0.1505 -0.027 -0.052 0.029 -0.95
H -3.6554 -0.7597 -2.3976 -0.051 0.000 -0.055 0.25
H -2.4406 -1.7526 -3.2333 0.015 -0.012 0.003 0.26
H -2.2254 0.0023 -3.1172 -0.005 -0.025 0.037 0.25
H -3.5723 -2.5115 -0.2843 -0.032 -0.018 0.006 0.24
H -2.1083 -2.7496 0.7093 0.015 0.015 0.020 0.27
H -2.2068 -3.4429 -0.9153 0.002 -0.040 -0.006 0.26
H -4.0812 -0.5430 0.6986 0.009 0.009 0.009 0.22
H -4.6558 1.3629 2.1329 0.028 0.004 -0.017 0.24
H -3.1313 3.3051 2.2878 0.004 -0.010 -0.013 0.23
H -1.0354 3.3361 1.0099 -0.002 -0.020 0.011 0.21
H -0.4347 3.3074 -2.0402 -0.005 0.046 -0.026 0.25
H -0.7456 1.8346 -2.9808 0.015 0.013 0.067 0.24
H 0.9052 2.4478 -2.8287 -0.002 0.009 -0.009 0.26
H 1.1545 3.3537 0.1849 0.007 0.027 0.022 0.24
H 2.4038 2.2114 -0.3331 0.004 0.014 -0.012 0.26
H 1.5036 1.8990 1.1611 -0.022 -0.014 -0.028 0.27

***

51
Properties=species:S:1:pos:R:3:forces:R:3:nbo_charge:R:1 method="wB97M-V/def2-TZVPD" spin_multiplicity=2 homo_energy_ev="-10.366 / -10.366" orbital_gap_ev="6.63 / 2.95" total_charge=+1
C -2.8070 3.2208 0.5313 -0.879 0.671 -0.226 -0.51
Br -0.9965 2.8864 1.1011 -0.183 0.408 -0.218 0.06
Br -4.0628 2.8854 1.9900 0.526 0.157 -0.633 0.12
Br -3.3789 2.4160 -1.1286 0.306 -0.657 0.187 0.11
H -2.8509 4.2531 0.1842 0.102 0.003 0.956 0.24
C -2.5766 -2.0860 3.7069 -1.343 -0.535 0.129 -0.43
Br -1.2096 -2.5671 5.0593 -1.221 0.313 -0.926 0.10
Br -3.9205 -0.7081 4.2390 1.173 -0.601 0.025 0.07
Br -3.7825 -3.6521 3.0761 1.668 1.263 0.548 0.06
H -2.0449 -1.6541 2.8591 -0.212 -0.433 0.088 0.20
C -1.4030 -5.5085 -1.1371 -0.073 -0.557 0.219 -0.47
Br -1.7371 -4.0277 -2.4143 0.079 -1.605 -0.315 0.10
Br -3.0002 -6.5395 -0.7212 0.210 0.502 -0.238 0.11
Br -0.5198 -5.0125 0.5482 -0.220 -0.229 -0.921 0.11
H -0.7655 -6.2175 -1.6653 0.053 0.460 0.172 0.23
C 1.8884 2.0438 3.3736 0.578 0.952 0.471 -0.18
C 2.3368 3.2751 2.9247 -1.657 -2.034 3.221 -0.23
C 2.5450 3.5151 1.5895 1.216 1.959 0.806 0.41
C 2.2218 2.5010 0.6940 -0.263 -2.024 -1.311 -0.21
C 1.7968 1.2052 1.1051 1.773 2.884 -1.258 -0.19
C 1.7281 0.9713 2.4796 -0.647 -1.940 -0.092 0.40
O 1.4714 -0.2660 2.9176 0.426 2.178 0.784 -0.54
O 3.1565 4.6946 1.2993 -1.062 -1.822 -1.666 -0.58
H 1.7180 1.8394 4.4203 0.048 0.156 0.118 0.26
H 2.4368 4.0040 3.7154 0.320 0.420 -0.262 0.25
H 2.3636 2.7695 -0.3424 -0.104 -0.447 -0.289 0.26
H 1.7041 0.3767 0.4184 -0.262 0.092 -0.345 0.27
H 1.4110 -0.8867 2.1877 -0.309 -0.791 -0.929 0.53
H 2.9951 5.3671 1.9651 0.072 0.049 0.486 0.51
C 0.4730 -1.2224 -3.6405 -0.186 -1.044 0.146 -0.24
C 0.1933 -0.1525 -4.4172 -0.373 2.797 -1.854 -0.25
C 0.7639 1.0995 -4.1879 1.261 -0.954 3.032 0.29
C 1.7096 1.2241 -3.0876 -2.066 0.116 -1.868 -0.27
C 2.0130 0.1255 -2.3464 -0.159 -2.064 0.051 -0.28
C 1.3874 -1.1304 -2.6429 1.333 0.519 0.585 0.27
O 1.7702 -2.3116 -2.0326 0.017 0.732 -0.022 -0.71
O 0.3684 2.2469 -4.7752 -0.102 -0.029 -0.936 -0.66
H -0.0225 -2.1646 -3.8223 0.219 -0.130 -0.088 0.23
H -0.4309 -0.2228 -5.2958 -0.386 -0.151 0.080 0.23
H 2.0179 2.2368 -2.8738 0.507 0.025 0.191 0.19
H 2.7732 0.1137 -1.5793 0.130 0.159 0.126 0.21
H 1.4122 -2.2338 -1.1453 -0.057 -0.457 0.787 0.50
H 1.1359 2.8216 -4.7277 -0.126 0.468 -0.218 0.48
C -0.7413 -1.3713 0.2706 -2.112 -3.024 -1.281 0.78
O 0.3946 -1.8223 0.3776 1.540 0.931 0.692 -0.75
N -1.1989 -0.1987 0.6161 1.336 3.397 1.825 -0.83
N -1.7706 -2.1155 -0.1709 -0.782 -0.220 -0.020 -0.83
H -0.5023 0.4231 1.0011 -0.681 0.130 -0.167 0.39
H -2.1177 0.1755 0.4264 0.293 -0.217 -0.074 0.42
H -1.6775 -2.9652 -0.7089 0.226 0.628 0.616 0.39
H -2.6682 -1.6544 -0.2139 0.053 -0.402 -0.185 0.38

***

40
Properties=species:S:1:pos:R:3:forces:R:3:nbo_charge:R:1 method="wB97M-V/def2-TZVPD" spin_multiplicity=1 smiles=COc1ccccc1N1CCN(Cc2ccc(Br)o2)CC1 homo_energy_ev=-7.455 orbital_gap_ev=8.24
C 4.3424 0.4581 1.6973 0.198 -0.027 0.147 -0.25
O 3.1823 0.6176 0.9228 -0.377 -0.209 -0.390 -0.52
C 2.5604 -0.5058 0.4315 0.009 0.112 0.085 0.33
C 2.9728 -1.7946 0.7177 0.096 0.083 0.116 -0.30
C 2.3427 -2.8913 0.1452 -0.044 -0.073 -0.054 -0.23
C 1.2930 -2.6942 -0.7257 0.069 -0.165 0.030 -0.22
C 0.8543 -1.4102 -1.0019 0.060 0.136 0.049 -0.26
C 1.4579 -0.2898 -0.4311 0.169 -0.107 0.061 0.11
N 1.0513 0.9993 -0.7274 0.077 0.068 -0.095 -0.44
C 0.9024 1.9986 0.3149 -0.060 0.250 0.196 -0.22
C -0.5290 2.5852 0.2927 0.043 -0.028 -0.044 -0.23
N -1.5218 1.6275 -0.1452 -0.049 -0.017 0.095 -0.44
C -1.2779 1.2460 -1.5306 0.020 0.120 -0.152 -0.24
C 0.2284 1.2757 -1.8785 -0.160 -0.015 -0.046 -0.23
H 0.4617 0.5712 -2.6767 0.015 0.091 -0.034 0.22
H 0.5012 2.2777 -2.2294 -0.029 -0.076 -0.075 0.19
H -1.8149 1.9521 -2.1749 0.047 -0.123 -0.101 0.20
H -1.7009 0.2543 -1.6967 -0.014 0.060 -0.050 0.21
C -1.6901 0.5101 0.7761 -0.292 0.060 -0.054 -0.27
C -2.9077 -0.2783 0.4332 0.738 -0.839 -0.139 0.28
C -3.0506 -1.5399 -0.0690 0.204 0.596 0.308 -0.30
C -4.4413 -1.7668 -0.2176 -0.503 0.544 0.171 -0.33
C -5.0286 -0.6151 0.2069 -0.330 -0.607 -0.246 0.18
O -4.1229 0.2891 0.6041 -0.154 0.343 0.091 -0.41
Br -6.8259 -0.1275 0.3199 0.174 -0.008 0.007 0.09
H -4.9320 -2.6448 -0.5823 -0.168 -0.136 -0.062 0.24
H -2.2631 -2.2294 -0.2960 0.264 -0.085 -0.018 0.23
H -1.8161 0.9402 1.7746 0.093 -0.076 0.015 0.22
H -0.8386 -0.1870 0.7950 -0.124 0.030 0.073 0.20
H -0.5836 3.4332 -0.3946 0.037 0.068 0.075 0.19
H -0.7962 2.9439 1.2888 0.044 0.081 -0.032 0.21
H 1.0928 1.5361 1.2821 0.005 0.062 -0.072 0.21
H 1.6355 2.8029 0.1729 -0.030 -0.008 0.166 0.19
H 0.0205 -1.2831 -1.6739 -0.107 0.084 -0.055 0.21
H 0.8003 -3.5365 -1.1883 -0.040 -0.069 -0.038 0.21
H 2.6872 -3.8866 0.3793 0.030 -0.086 0.019 0.21
H 3.8081 -1.9636 1.3786 0.082 0.042 0.064 0.22
H 4.6838 1.4679 1.9216 0.026 -0.091 0.018 0.20
H 5.1261 -0.0743 1.1483 -0.037 0.005 0.027 0.18
H 4.1363 -0.0677 2.6363 0.015 0.007 -0.058 0.17

***

| no. | largest force on an atom (Eh/bohr) |
| --- | --- |
| 1 | 0.006 |
| 2 | 0.081 |
| 3 | 0.022 |